Density functional theory data (ωB97M-V/def2-TZVPD) for C16H35N2O3SSiV as an isolated structure.

The geometry in ORCA input format:
```
! RIJCOSX wB97M-V def2-TZVPD def2/J DEFGRID3
* xyz 2 3
V 0.241 -0.402 1.552
C 3.233 -0.663 0.751
O 2.221 -0.489 1.805
C 2.650 -1.000 3.099
C 1.766 -0.364 4.136
O 0.379 -0.431 3.725
C -0.463 -1.489 4.243
C -0.506 -2.646 3.283
O -0.732 -2.092 1.955
C -1.191 -3.096 0.980
H 4.102 -0.087 1.058
H 2.778 -0.283 -0.157
H 3.452 -1.726 0.673
H 3.691 -0.717 3.263
H 2.583 -2.090 3.063
H 1.972 0.701 4.235
H 1.895 -0.842 5.108
H -1.444 -1.028 4.356
H -0.107 -1.807 5.223
H -1.331 -3.318 3.528
H 0.420 -3.224 3.243
H -2.159 -3.446 1.329
H -0.451 -3.893 0.956
H -1.250 -2.576 0.029
C -3.510 0.967 0.918
N -2.626 1.665 -0.012
C -3.011 1.555 -1.421
C -1.430 2.110 0.338
S -0.729 1.626 1.893
N -0.811 3.025 -0.382
C -1.548 3.963 -1.243
C 0.626 3.288 -0.260
H -4.528 1.102 0.560
H -3.427 1.382 1.918
H -3.284 -0.103 0.937
H -3.392 0.545 -1.566
H -2.135 1.678 -2.048
H -3.780 2.278 -1.689
H -2.594 3.987 -0.942
H -1.467 3.702 -2.297
H -1.115 4.947 -1.080
H 1.168 2.358 -0.108
H 0.825 3.979 0.560
H 0.950 3.736 -1.196
C 0.750 -2.489 -3.813
Si 0.868 -0.683 -3.452
C -0.282 0.294 -4.521
C 2.600 -0.051 -3.583
C 0.377 -0.476 -1.651
C 0.205 -0.480 -0.437
H 0.989 -2.680 -4.862
H -0.255 -2.875 -3.632
H 1.449 -3.065 -3.205
H -0.048 0.085 -5.567
H -0.170 1.370 -4.373
H -1.326 0.022 -4.364
H 2.956 -0.117 -4.613
H 3.285 -0.635 -2.966
H 2.671 0.994 -3.278
*
```

Calculated values
* ΔE to the lowest compared entry with this formula, charge and spin: 0.0 kJ/mol
* gap between HOMO and LUMO (spin up / spin down): 0.2928 / 0.3331 Eh
* DFT total energy: -70668.1563 eV
* highest occupied orbital energy (spin up / spin down): -14.76 / -15.08 eV
* molecular weight: 414.56 g mol⁻¹
* LUMO energy (spin up / spin down): -0.2497 / -0.2209 Eh

Results of the natural (NBO) charge analysis, in e, for atoms 1 through 5: number 1, V, carries 1.370; number 2, C, carries -0.241; number 3, O, carries -0.586; number 4, C, carries -0.099; number 5, C, carries -0.096